The following is a DFT calculation (ωB97M-V with the def2-TZVPD basis set) of 12 unconnected molecules or ions with the total composition C68H164N12O12.

Computed properties:
charge = 0
Kohn-Sham gap = 8.49 eV
SMILES string = CC1(C)CCCC(C)(C)N1O.CC1(C)CCCC(C)(C)N1O.CC1(C)CCCC(C)(C)N1O.CC1(C)CCCC(C)(C)N1O.COC[C@H](C)N.COC[C@H](C)N.COC[C@H](C)N.COC[C@H](C)N.COC[C@H](C)N.COC[C@H](C)N.COC[C@H](C)N.COC[C@H](C)N
LUMO = 0.48 eV
highest occupied orbital energy = -8.01 eV
ΔE to the lowest compared entry with this formula, charge and spin = 66.71 kJ/mol

The geometry in XYZ format:
```
256
Properties=species:S:1:pos:R:3:forces:R:3:lowdin_charge:R:1
C 18.8674 10.2052 17.9704 1.94 0.25 -0.22 -0.0167
C 20.2470 9.8266 17.3155 -0.07 0.79 -1.92 -0.4887
C 20.9332 8.8221 18.2341 1.13 0.07 0.36 -0.0331
C 19.9986 9.2680 15.9108 -0.46 -0.64 -0.08 -0.1532
C 21.2189 8.9498 15.0745 0.35 1.52 0.46 -0.1600
C 21.9923 10.2797 14.8659 -0.98 0.63 1.36 -0.1123
C 22.2828 10.9733 16.2161 0.91 -0.45 1.36 -0.4886
C 23.3913 10.1702 17.0321 -0.07 1.44 -0.06 -0.0243
C 22.8237 12.4219 16.0395 -0.31 -1.13 0.22 -0.0310
N 20.9997 11.0734 16.9522 -1.00 0.14 1.82 -0.0576
O 21.1801 11.7310 18.2328 0.54 0.25 -0.24 -0.1050
H 18.2231 9.3429 17.9183 -0.44 -0.13 -0.06 0.0801
H 19.0876 10.4533 18.9995 -0.15 -0.13 0.50 0.0561
H 18.4513 11.1148 17.5548 -0.26 -0.06 -0.52 0.0660
H 20.2143 8.0535 18.5525 0.14 0.39 0.23 0.0900
H 21.7714 8.2731 17.7633 -0.61 0.30 0.10 0.0633
H 21.4023 9.3812 19.0878 -0.74 -0.68 -0.47 0.0840
H 19.3780 8.4155 16.0684 -0.58 -1.02 -0.23 0.1051
H 19.4315 9.9756 15.3257 -0.50 0.46 0.08 0.1161
H 21.8185 8.2005 15.5669 0.52 -0.17 0.19 0.0925
H 21.0148 8.5609 14.0972 -0.62 -0.34 -0.50 0.1018
H 21.4264 11.0687 14.2934 0.46 -1.18 -0.02 0.1225
H 22.9428 10.0224 14.4699 0.91 0.22 -0.93 0.1020
H 23.2903 10.4593 18.1025 0.14 -0.31 -0.68 0.0659
H 24.4185 10.4764 16.7018 -0.86 -0.34 0.14 0.0924
H 23.2650 9.1024 16.9274 0.23 -0.14 -0.02 0.0446
H 22.0029 13.0310 15.6395 0.36 0.12 0.12 0.0588
H 23.6661 12.3564 15.3342 -0.22 0.32 0.21 0.0892
H 23.1655 12.7575 17.0403 -0.20 0.12 -0.72 0.0721
H 20.4402 12.3913 18.3258 0.49 -0.21 -0.30 0.0459
C 19.8071 16.3737 25.6014 -0.53 0.04 -1.52 -0.0047
C 18.8907 15.1252 25.3724 0.10 0.39 0.95 -0.4980
C 18.8639 14.8885 23.8940 0.03 -0.11 0.07 -0.0595
C 19.4738 13.8435 26.0122 0.22 1.52 0.70 -0.1060
C 19.3540 13.9576 27.5372 0.99 -0.56 -0.19 -0.1843
C 17.9454 14.0703 27.9954 -1.53 1.39 -1.32 -0.1310
C 17.2562 15.3571 27.3649 1.71 -1.30 -0.75 -0.4557
C 15.7579 15.3680 27.6250 -0.30 -0.30 -0.26 -0.0414
C 17.8783 16.5783 28.0507 -0.45 -1.28 0.95 -0.0329
N 17.5015 15.2538 25.8637 -0.56 -0.89 0.94 -0.0862
O 16.8764 16.3487 25.2543 -0.80 0.80 -0.97 -0.0673
H 19.9391 16.7389 26.6068 0.14 -0.19 0.13 0.0510
H 20.7595 16.1352 25.1126 0.10 0.06 0.46 0.0887
H 19.4098 17.2083 24.9782 0.03 -0.44 0.60 0.0767
H 19.8741 14.7947 23.5383 0.47 -0.09 -0.33 0.0915
H 18.3412 13.9871 23.6617 -0.32 -0.90 -0.11 0.0719
H 18.3734 15.6556 23.3450 -0.28 0.90 -0.29 0.0411
H 18.9492 12.9956 25.6050 -0.15 -0.49 -0.05 0.1092
H 20.5209 13.8457 25.6943 -0.04 -0.43 0.12 0.1191
H 19.8573 13.1608 28.0837 0.03 -0.39 -0.25 0.1136
H 19.9044 14.8375 27.8504 0.14 0.29 0.01 0.0960
H 17.8619 14.1410 29.0521 0.07 0.22 1.10 0.1061
H 17.3291 13.2306 27.7224 -0.09 -0.62 -0.36 0.1134
H 15.3201 16.2624 27.2381 -0.14 0.92 -0.14 0.0673
H 15.5169 15.3326 28.6859 0.20 -0.11 0.10 0.0881
H 15.1738 14.5925 27.1185 0.52 -0.38 0.07 0.0817
H 17.4781 16.4361 29.0400 -0.41 0.61 0.72 0.0784
H 17.5095 17.4769 27.6399 -0.16 1.18 -0.47 0.0771
H 18.9410 16.5873 28.2661 0.11 -0.04 -0.68 0.0674
H 16.1889 15.9952 24.6290 0.81 0.14 0.74 0.0707
C 12.7940 22.0360 19.2167 1.85 0.12 -0.66 -0.0068
C 13.7682 20.8322 18.7370 -1.21 1.80 -1.07 -0.4756
C 15.1729 21.2838 19.0940 0.08 -0.67 1.21 -0.0286
C 13.3400 19.5712 19.4143 -0.20 -0.66 1.49 -0.1499
C 12.0365 18.9123 18.9259 1.17 1.43 -0.81 -0.1369
C 12.3516 18.5634 17.4736 -0.83 -0.40 0.57 -0.1476
C 12.6944 19.8123 16.6491 -0.02 -0.29 -0.34 -0.5385
C 13.0733 19.3040 15.2642 -0.21 -0.91 0.19 -0.0310
C 11.4194 20.6093 16.5128 0.87 1.82 0.87 -0.0240
N 13.7884 20.5409 17.2800 0.40 0.95 -0.49 -0.0486
O 14.1205 21.7088 16.4808 -0.01 -0.49 0.42 -0.0343
H 13.2644 22.5496 20.0692 -0.24 -0.54 0.07 0.0814
H 12.7539 22.8617 18.4938 -0.15 -0.35 -0.22 0.0716
H 11.8018 21.7353 19.4647 -0.68 -0.28 0.20 0.0554
H 15.4019 22.2060 18.6154 0.15 0.79 -0.39 0.0795
H 15.2540 21.4259 20.1856 -0.08 0.03 -0.31 0.0841
H 15.9529 20.5840 18.8131 -0.03 -0.34 -0.26 0.0730
H 14.1475 18.8484 19.2791 0.01 -0.17 0.13 0.1025
H 13.2811 19.8229 20.4797 0.09 -0.34 -0.02 0.1182
H 11.6660 18.1392 19.5758 0.38 -0.64 0.12 0.0856
H 11.2363 19.6309 18.9129 -0.44 0.47 0.17 0.0933
H 11.4502 18.1373 17.0159 0.31 -0.26 -0.15 0.1211
H 13.1510 17.8261 17.4658 0.16 -0.03 -0.30 0.0983
H 12.1522 18.8507 14.8443 0.58 0.09 0.00 0.1029
H 13.8425 18.5467 15.3546 0.12 -0.21 0.11 0.0612
H 13.4847 19.9784 14.5481 -0.05 1.11 -0.22 0.0771
H 10.6423 19.9163 16.2813 -0.88 0.01 -0.37 0.0814
H 11.5530 21.4287 15.7711 -0.41 -0.66 0.32 0.1029
H 11.2736 21.0725 17.5084 -0.59 -0.08 -0.76 0.0698
H 13.4804 22.4418 16.5998 -0.02 -0.74 0.30 0.0877
C 18.1747 12.7733 11.9287 -0.44 -1.27 -0.61 -0.0453
C 19.3689 13.7028 11.7464 -0.33 0.38 0.21 -0.5383
C 20.5473 12.8960 11.2395 -0.45 0.09 -2.05 -0.0179
C 18.9448 14.8794 10.8081 0.50 -0.38 0.64 -0.1118
C 19.9929 15.9853 10.8152 0.41 0.33 -0.87 -0.2133
C 20.1241 16.6331 12.1437 -0.29 -0.36 2.83 -0.1314
C 20.4507 15.5257 13.2812 -0.71 0.74 -0.71 -0.4510
C 21.9432 15.2864 13.2241 -0.34 0.93 0.77 -0.0321
C 20.0720 16.0696 14.6908 0.08 -0.81 -0.97 -0.0329
N 19.6268 14.2831 13.0585 -0.20 1.76 0.28 -0.1139
O 20.0802 13.2652 13.9146 -0.25 0.15 0.90 -0.0788
H 18.0685 12.1376 10.9920 -0.37 1.00 0.93 0.0986
H 18.3647 12.0276 12.7171 0.06 0.37 -0.12 0.0818
H 17.2429 13.3134 12.1997 0.49 -0.29 -0.39 0.0740
H 21.2347 12.5130 11.9698 -0.40 -0.75 0.68 0.0675
H 20.0499 12.1237 10.5583 1.58 0.75 0.72 0.1070
H 21.2092 13.5839 10.7012 -0.19 -0.33 -0.60 0.0674
H 18.7908 14.6051 9.7685 -0.01 -0.67 -0.03 0.1186
H 17.9608 15.1875 11.1895 0.31 0.43 -0.09 0.1180
H 21.0024 15.5870 10.5595 -0.76 0.10 -0.27 0.1055
H 19.7326 16.7497 10.0609 0.21 -0.33 0.15 0.1191
H 19.1736 17.1317 12.4302 0.42 -0.16 -0.18 0.1193
H 20.9433 17.3877 12.2313 -0.62 -0.50 -0.29 0.1281
H 22.4529 16.1263 13.7374 -0.06 -0.34 -0.52 0.0955
H 22.2378 15.2078 12.2043 0.69 -0.14 -0.71 0.0642
H 22.1586 14.4047 13.7689 0.50 -1.03 0.40 0.0504
H 19.0306 16.3861 14.6520 -0.14 -0.28 0.44 0.0730
H 20.6448 16.9651 14.8622 0.42 0.36 0.30 0.0706
H 20.2929 15.2937 15.4675 -0.40 0.76 -0.50 0.0788
H 19.4535 13.3678 14.6673 0.15 -0.43 -0.24 0.0728
C 16.4468 17.0632 17.9945 1.33 -0.77 0.17 -0.0789
O 17.6718 16.4104 17.7269 -0.07 -0.32 -1.12 -0.1878
C 18.5019 16.2457 18.8249 1.68 -1.18 -0.40 -0.1852
C 18.7014 14.7708 19.2573 0.70 1.12 0.48 -0.3765
C 19.3896 14.8099 20.5913 -0.83 0.81 0.90 -0.0510
N 19.5392 13.9787 18.3609 0.54 0.42 0.43 0.0853
H 16.6862 17.9660 18.4746 0.12 1.65 0.76 0.0421
H 15.8911 16.4859 18.7270 -0.91 -0.35 -0.41 0.0904
H 16.0722 17.3048 17.0212 -1.15 -0.32 -0.26 0.0871
H 19.5387 16.5862 18.5463 -0.71 -0.04 0.16 0.1345
H 18.1936 16.8387 19.6555 -0.31 0.45 0.61 0.0793
H 17.7709 14.2661 19.4570 -0.65 -0.22 -0.55 0.1162
H 18.6806 15.2078 21.3515 0.62 0.00 -0.48 0.0612
H 20.3049 15.4095 20.5978 -0.04 -0.16 -0.01 0.0781
H 19.5783 13.8004 20.8657 0.62 -0.88 0.47 0.0611
H 20.3692 14.5242 18.1037 0.12 0.03 0.54 0.0702
H 19.0806 13.9371 17.4984 -1.15 -0.47 -1.85 0.0360
C 18.9469 18.5983 22.3214 1.37 0.83 0.70 -0.1163
O 18.0634 18.2457 21.3112 -0.93 -0.77 -0.56 -0.2138
C 16.8489 17.6261 21.7554 0.15 1.24 0.62 -0.1769
C 15.6704 18.6327 21.7242 0.89 -0.21 1.10 -0.4104
C 15.8182 19.8386 22.6998 -1.23 -0.65 -0.65 -0.0398
N 14.4416 17.9035 22.0247 -0.12 -0.06 -0.50 0.0597
H 18.4463 19.1164 23.1539 -0.05 -0.24 -0.05 0.0838
H 19.6178 19.3837 21.8692 -0.29 -1.05 0.52 0.0898
H 19.5354 17.7327 22.7678 -0.57 0.85 -0.75 0.0943
H 16.5563 16.7906 21.1245 0.42 -0.09 -0.43 0.0821
H 17.0031 17.2201 22.7639 -0.17 0.10 0.01 0.1073
H 15.6152 19.0036 20.7000 0.00 0.14 0.05 0.0943
H 16.6252 20.4984 22.4174 0.45 -0.01 0.07 0.0616
H 15.8789 19.5234 23.7643 0.08 0.16 -0.67 0.0895
H 14.8870 20.4171 22.5401 0.37 -0.13 0.42 0.0746
H 14.3843 17.6683 23.0065 0.10 -0.07 0.14 0.0697
H 14.4941 17.0217 21.5134 -0.35 0.08 0.22 0.0517
C 19.9234 10.6249 22.7745 -1.26 -0.56 -0.63 -0.1339
O 20.7204 11.7019 22.5348 0.24 1.66 0.38 -0.1955
C 21.8174 11.3808 21.7463 -0.09 -0.41 0.48 -0.2429
C 22.7577 12.5111 21.7493 0.78 2.52 -0.40 -0.4181
C 23.8780 12.2932 20.7255 -0.37 0.95 0.19 -0.0516
N 23.3661 12.8788 23.1072 -1.63 -0.28 -1.04 0.0509
H 19.3554 10.3475 21.8433 0.27 -0.08 0.74 0.0995
H 19.2560 10.9390 23.5574 -0.65 -0.17 0.27 0.0787
H 20.5010 9.7822 23.1256 0.17 -0.59 0.10 0.0859
H 22.3929 10.6479 22.2891 0.11 -1.39 -0.11 0.1257
H 21.4401 11.0359 20.7735 0.61 0.10 -0.14 0.1214
H 22.2107 13.4282 21.4529 0.14 -0.33 0.09 0.1325
H 24.4403 11.4474 21.0512 0.76 -0.72 0.18 0.0620
H 24.5096 13.2008 20.8084 -0.13 -0.64 -0.51 0.0850
H 23.5287 12.0699 19.6901 0.04 0.52 0.80 0.0656
H 23.9080 12.1067 23.4506 0.45 -0.52 0.04 0.0493
H 22.5876 12.9526 23.7825 0.42 0.07 -0.54 0.0601
C 13.3963 15.8609 14.8205 -0.52 -0.98 0.89 -0.0839
O 14.7291 15.4760 15.1228 0.03 0.76 0.33 -0.1920
C 15.0361 14.2513 14.5538 1.24 -1.42 -1.09 -0.2100
C 16.2226 13.4991 15.2867 0.04 0.91 0.79 -0.3689
C 15.8447 13.2975 16.7549 2.06 1.38 -0.65 -0.0393
N 17.5574 14.1287 15.2976 -0.50 1.04 -0.67 0.0555
H 13.2252 16.8828 15.1464 0.20 -0.24 -0.23 0.0405
H 12.7159 15.2053 15.4303 0.27 0.42 -0.81 0.0837
H 13.1788 15.7284 13.7533 -0.01 0.16 0.08 0.0988
H 14.2011 13.5512 14.6445 -0.31 -0.01 0.03 0.1123
H 15.1941 14.3842 13.4280 0.18 -0.21 1.17 0.1342
H 16.4272 12.5444 14.8336 -0.61 -0.53 -0.60 0.1216
H 15.8440 14.3049 17.1682 -0.15 0.10 0.33 0.0638
H 16.6633 12.7709 17.2726 -0.69 -0.26 -0.10 0.0755
H 14.8742 12.9334 16.8263 -1.60 -1.19 0.59 0.0492
H 17.6511 14.5448 14.3656 0.60 -0.09 0.21 0.0596
H 17.5720 14.9305 15.9446 -0.15 -0.31 -0.20 0.0575
C 11.4857 11.6673 16.4454 1.22 -0.04 -0.69 -0.1067
O 11.9731 12.9877 16.7225 -1.43 -0.28 0.80 -0.2036
C 11.0859 13.5599 17.7157 0.92 -0.53 0.38 -0.2033
C 11.4509 14.9720 18.0290 -1.15 1.68 0.61 -0.4466
C 12.9193 15.1550 18.2748 0.30 0.13 -0.64 -0.0492
N 10.6011 15.4149 19.1886 -0.06 -0.67 0.09 0.0444
H 11.5072 11.0184 17.3283 -0.35 0.30 0.21 0.0842
H 12.2351 11.1874 15.7706 -0.80 0.52 0.10 0.0952
H 10.4745 11.7241 16.0006 0.47 -0.26 0.13 0.0919
H 10.0241 13.4106 17.4552 0.40 0.15 0.02 0.1346
H 11.3111 13.1165 18.7049 -0.38 -0.83 -0.34 0.1250
H 11.1521 15.6365 17.2365 -0.24 0.29 -0.61 0.1152
H 13.1913 14.2990 18.8467 0.77 -0.43 1.12 0.0597
H 13.0802 16.1250 18.8034 0.27 -0.86 -0.48 0.0804
H 13.5031 15.0207 17.3388 -0.25 0.63 0.61 0.0658
H 10.5342 14.7626 19.9981 0.48 0.67 -1.01 0.0811
H 10.8605 16.3471 19.5128 -0.03 -0.58 -0.10 0.0362
C 16.5083 11.9231 20.5605 0.05 -1.38 -0.61 -0.1195
O 15.8033 13.1108 20.4046 0.34 0.79 0.31 -0.2014
C 15.9131 13.9040 21.5834 -2.11 1.43 -2.00 -0.2031
C 14.7935 13.5573 22.5246 0.61 0.48 0.94 -0.4254
C 13.4167 13.7812 21.9307 0.09 -1.32 -0.16 -0.0447
N 15.0000 14.4353 23.7004 0.46 -0.39 0.81 0.0529
H 16.1214 11.3477 21.4105 0.21 0.02 0.20 0.0822
H 17.6114 12.0818 20.7066 -0.78 -0.17 -0.39 0.0945
H 16.2406 11.2982 19.6719 0.80 0.50 0.52 0.1052
H 16.9023 13.8906 21.9782 0.78 -0.21 0.59 0.0924
H 15.6614 14.9500 21.2761 0.59 -0.60 0.02 0.1156
H 14.9237 12.5072 22.7524 -0.29 -0.48 0.44 0.1261
H 13.2376 14.8107 21.6737 0.02 0.48 -0.26 0.0638
H 12.6615 13.4711 22.6595 -0.01 0.07 -0.04 0.0812
H 13.3090 13.1140 21.0467 -0.02 0.65 0.44 0.0878
H 15.8133 14.1297 24.2673 -0.35 0.01 -0.59 0.0733
H 14.2363 14.3388 24.3587 -0.30 0.04 -0.10 0.0764
C 24.8607 19.9978 17.2152 0.49 -0.30 1.40 -0.0812
O 23.8803 19.2950 18.0425 1.73 0.16 -0.95 -0.2408
C 23.8545 17.9247 17.6534 -1.33 0.89 -1.01 -0.2147
C 22.5773 17.3152 18.2392 -0.11 -0.60 0.21 -0.4014
C 22.6058 17.3112 19.7738 1.19 -0.69 0.49 -0.0546
N 22.3272 15.9664 17.6619 -0.53 0.65 1.49 0.0724
H 25.8795 19.4771 17.1828 -1.40 0.40 0.16 0.1047
H 25.0096 20.9624 17.7297 -0.09 -0.29 -0.55 0.0886
H 24.4981 20.1192 16.1924 -0.08 0.05 0.08 0.0829
H 23.7408 17.9273 16.5421 0.13 -0.35 0.49 0.1251
H 24.7911 17.4124 17.8884 -0.06 -0.15 0.35 0.1283
H 21.7229 17.9888 18.0086 0.50 -0.50 -0.54 0.1227
H 23.2400 16.4786 20.1174 -0.05 -0.04 -0.16 0.0733
H 21.6334 17.1102 20.2732 0.49 0.68 -0.50 0.0603
H 23.1798 18.2004 20.1389 -1.10 -0.40 -0.17 0.0917
H 22.0386 15.9854 16.7170 -0.20 0.20 -1.05 0.0256
H 23.0460 15.2688 17.7738 0.32 0.20 0.24 0.0721
C 17.7445 20.0349 16.2099 -0.65 -0.03 -0.80 -0.1275
O 18.3713 20.7818 17.2047 1.19 -0.27 0.83 -0.1617
C 19.1048 19.8401 18.0321 -0.79 0.00 -0.97 -0.1988
C 20.0735 20.3906 19.0230 0.48 1.54 0.17 -0.4227
C 19.2833 21.3278 19.9011 -0.14 2.09 0.74 -0.0792
N 21.2621 21.0467 18.4075 -0.41 -0.21 0.22 0.0694
H 18.4655 19.6228 15.4954 0.09 -0.11 0.03 0.0888
H 17.0622 20.6760 15.6622 -0.02 0.33 -0.05 0.0874
H 17.1160 19.2125 16.5815 0.28 0.07 0.23 0.0671
H 18.2907 19.3390 18.5485 0.31 -0.73 0.43 0.0987
H 19.6539 19.1562 17.3987 -0.03 -0.46 -0.49 0.1106
H 20.4291 19.5840 19.6534 -0.19 -0.65 0.07 0.1151
H 19.7691 21.6383 20.8411 0.19 -0.57 -0.12 0.0764
H 18.3147 20.8886 20.1650 0.13 0.13 -0.07 0.0656
H 19.1104 22.3397 19.4373 -0.09 -1.14 -0.14 0.1026
H 21.5015 21.8816 18.9409 0.07 -0.36 -0.21 0.0657
H 22.0712 20.4142 18.3728 -0.44 0.45 0.11 0.0415
```
Forces are in eV/Å.